Entry 1:
ORCA calculation (the ωB97M-V functional and the def2-TZVPD basis) on a structure of composition C32H7Cl2F21GeNNaO5PS2.

Positions of all 73 atoms, in Å:
Na (0.4929, -0.7534, 3.2246)
Cl (-4.9469, 4.0175, 5.1170)
C (-3.4724, 3.2296, 4.5792)
C (-2.2383, 3.8494, 4.8332)
C (-1.0842, 3.2543, 4.4210)
Cl (0.4317, 4.0473, 4.7270)
C (-1.0326, 1.9791, 3.7239)
O (0.0455, 1.4740, 3.3654)
C (-2.3394, 1.4006, 3.4896)
C (-2.5275, 0.1406, 2.8032)
O (-1.6855, -0.6216, 2.3496)
C (-3.5158, 2.0365, 3.9204)
H (-2.2020, 4.7979, 5.3521)
H (-3.5971, -0.1322, 2.6849)
H (-4.4697, 1.5609, 3.7206)
F (-0.5508, -2.2020, -3.4101)
C (-1.4036, -2.0731, -2.3913)
C (-1.4917, -0.8917, -1.6789)
C (-2.5113, -0.8186, -0.7394)
F (-2.7761, 0.3490, -0.1398)
C (-3.3313, -1.8866, -0.4341)
F (-4.3003, -1.7737, 0.4783)
C (-3.1656, -3.0729, -1.1232)
F (-3.9555, -4.1173, -0.8587)
C (-2.2123, -3.1609, -2.1189)
F (-2.0858, -4.2965, -2.8166)
Ge (-0.3827, 0.7291, -1.8028)
S (0.2288, 1.5390, 0.1125)
C (-1.7748, 1.9170, -2.6168)
C (-2.2969, 1.5678, -3.8478)
F (-1.8131, 0.4920, -4.4963)
C (-3.3064, 2.2780, -4.4718)
F (-3.7805, 1.9069, -5.6689)
C (-3.8286, 3.3908, -3.8406)
F (-4.8051, 4.0962, -4.4219)
C (-3.3346, 3.7760, -2.6081)
F (-3.8392, 4.8582, -2.0077)
C (-2.3218, 3.0377, -2.0173)
F (-1.8828, 3.4637, -0.8322)
C (1.0758, 0.7834, -3.1435)
C (1.3908, 2.0330, -3.6570)
F (0.6785, 3.1159, -3.3035)
C (2.4406, 2.2585, -4.5271)
F (2.6914, 3.4866, -5.0007)
C (3.2413, 1.1999, -4.9042)
F (4.2662, 1.3958, -5.7403)
C (2.9810, -0.0572, -4.4004)
F (3.7725, -1.0807, -4.7392)
C (1.9213, -0.2467, -3.5288)
F (1.7920, -1.4804, -3.0496)
F (-0.1535, -1.5852, 5.3414)
P (1.1617, -1.5069, 6.3206)
F (1.5384, -3.0218, 5.8989)
F (2.4812, -1.4259, 7.2429)
F (2.0255, -0.9562, 5.0335)
F (0.2848, -2.0607, 7.5555)
F (0.7772, 0.0061, 6.7008)
O (3.2895, 0.5161, -1.0536)
C (2.8774, -0.5380, -0.5971)
N (1.5934, -0.8086, -0.2237)
S (1.4241, -2.3193, 0.3102)
O (1.1683, -2.3873, 1.7331)
O (0.5410, -3.0928, -0.5258)
C (3.1021, -2.8240, 0.0484)
C (3.7104, -4.0422, 0.2771)
C (5.0670, -4.1328, -0.0078)
C (5.7707, -3.0330, -0.4991)
C (5.1355, -1.8174, -0.7145)
C (3.7848, -1.7321, -0.4295)
H (3.1545, -4.8840, 0.6676)
H (5.5884, -5.0673, 0.1585)
H (6.8283, -3.1333, -0.7100)
H (5.6608, -0.9501, -1.0926)

Output
2S+1: 2
max |F|: 0.2 eV/Å
energy: -8049.52317 hartree
frontier orbital gap (spin up / spin down): 0.2368 / 0.2062 Ha
HOMO level (spin up / spin down): -2.9 / -2.9 eV
charge: -2

These are the Mulliken partial charges, in e, on atoms 1 to 5: number 1, Na, carries 0.77; number 2, Cl, carries -0.30; number 3, C, carries 0.24; number 4, C, carries -0.67; number 5, C, carries 0.34

Entry 2:
ORCA calculation (the ωB97M-V functional and the def2-TZVPD basis) on a cluster of 8 separate species, C32H80N8O4 in total.

Positions of all 124 atoms, in Å:
C (2.8618, 0.0011, 2.6219)
C (1.8395, -1.0176, 3.0836)
N (2.3140, -2.1881, 3.8737)
C (1.2812, -3.1550, 4.1538)
C (0.1328, -2.5382, 5.0158)
C (3.4793, -2.8033, 3.1663)
C (3.2463, -3.3033, 1.7387)
H (3.4330, -0.4967, 1.8384)
H (3.4814, 0.3605, 3.4435)
H (2.4276, 0.9077, 2.2003)
H (1.1083, -0.4214, 3.6293)
H (1.3581, -1.5091, 2.2381)
H (0.7919, -3.7559, 3.3872)
H (1.7669, -3.9740, 4.6843)
H (-0.4266, -3.3155, 5.5363)
H (0.5533, -1.8664, 5.7641)
H (-0.3989, -1.8176, 4.3944)
H (3.6942, -3.6069, 3.8706)
H (4.2979, -2.0953, 3.2958)
H (3.1103, -2.5038, 1.0104)
H (2.5296, -4.1229, 1.6860)
H (4.2439, -3.7188, 1.5962)
C (-1.2750, -0.2771, 1.4154)
C (-0.4056, -0.2121, 0.1066)
N (-0.5581, 1.0936, -0.5144)
C (0.2227, 2.1498, 0.2957)
C (0.7173, 3.3766, -0.5290)
C (-1.9333, 1.4779, -0.7098)
C (-2.6736, 0.5364, -1.6402)
H (-1.0283, -1.2162, 1.9106)
H (-2.3555, -0.3409, 1.2866)
H (-1.1465, 0.5056, 2.1630)
H (0.5611, -0.3923, 0.5768)
H (-0.5783, -0.9930, -0.6340)
H (1.1498, 1.7759, 0.7303)
H (-0.3046, 2.4063, 1.2145)
H (1.4500, 3.0722, -1.2764)
H (1.1435, 4.1608, 0.0968)
H (-0.0044, 3.8416, -1.2005)
H (-2.4717, 1.6402, 0.2239)
H (-1.9577, 2.4783, -1.1418)
H (-3.7542, 0.6619, -1.5726)
H (-2.3852, 0.5791, -2.6905)
H (-2.4454, -0.5161, -1.4722)
C (0.8059, -1.6470, -3.6099)
C (0.1338, -0.7066, -4.5841)
N (1.0616, 0.3135, -5.1386)
C (0.3790, 1.5006, -5.6893)
C (-0.4274, 2.3330, -4.6309)
C (2.0357, -0.3118, -6.0722)
C (3.0995, 0.8281, -6.5151)
H (1.5530, -2.3357, -4.0043)
H (0.0454, -2.0746, -2.9566)
H (1.4152, -1.1919, -2.8290)
H (-0.4876, -1.2431, -5.3011)
H (-0.5461, -0.1215, -3.9648)
H (1.1679, 2.1913, -5.9870)
H (-0.1129, 1.2857, -6.6379)
H (0.1289, 2.7415, -3.7872)
H (-0.7441, 3.2493, -5.1291)
H (-1.2732, 1.7716, -4.2342)
H (1.5305, -0.7393, -6.9383)
H (2.4920, -1.1651, -5.5705)
H (3.9831, 0.3738, -6.9633)
H (3.3980, 1.4026, -5.6381)
H (2.7309, 1.4867, -7.3014)
C (-3.8433, -3.2063, 3.5595)
C (-4.1344, -2.7434, 5.0117)
N (-4.7567, -3.9289, 5.6572)
C (-4.7008, -3.7314, 7.1331)
C (-3.3357, -3.9159, 7.7937)
C (-6.1482, -4.1583, 5.1269)
C (-6.8948, -5.3453, 5.7654)
H (-4.5321, -2.8142, 2.8112)
H (-3.5602, -4.2572, 3.5008)
H (-2.9012, -2.7762, 3.2195)
H (-3.2466, -2.2370, 5.3905)
H (-4.7733, -1.8677, 4.8968)
H (-5.0392, -2.7122, 7.3200)
H (-5.5129, -4.2813, 7.6087)
H (-2.9464, -2.9121, 7.9636)
H (-3.3766, -4.4625, 8.7359)
H (-2.7620, -4.4603, 7.0436)
H (-5.9758, -4.3481, 4.0675)
H (-6.7854, -3.2741, 5.1461)
H (-6.2694, -5.9279, 6.4419)
H (-7.2974, -6.1250, 5.1188)
H (-7.6623, -4.9823, 6.4489)
C (1.8331, 5.2270, -3.4510)
C (2.6128, 5.8796, -2.3208)
N (3.7568, 6.4320, -2.7163)
O (2.2808, 5.9900, -1.1662)
H (2.3029, 4.2435, -3.4383)
H (1.8337, 5.7621, -4.4006)
H (0.8111, 5.1042, -3.0926)
H (3.9759, 6.0916, -3.6416)
H (4.4848, 6.9974, -2.3034)
C (-3.7873, -0.2444, -5.4187)
C (-5.0555, -0.6254, -6.2296)
N (-5.6882, 0.4654, -6.6910)
O (-5.3231, -1.7969, -6.4499)
H (-3.0792, -1.0637, -5.5429)
H (-3.8902, -0.3275, -4.3368)
H (-3.3166, 0.6665, -5.7884)
H (-6.4765, 0.2633, -7.2892)
H (-5.4470, 1.3919, -6.3691)
C (3.9999, 1.3464, -0.7476)
C (3.6164, 0.7947, -2.1273)
N (2.4413, 1.1866, -2.6941)
O (4.4462, 0.2436, -2.8114)
H (3.1993, 1.3189, -0.0083)
H (4.3970, 2.3502, -0.8985)
H (4.7177, 0.6392, -0.3319)
H (2.2482, 1.0761, -3.6792)
H (1.6980, 1.3895, -2.0411)
C (5.7291, 3.8296, 2.3683)
C (4.4120, 3.8333, 1.7353)
N (4.3075, 4.5440, 0.5752)
O (3.4484, 3.3476, 2.2818)
H (6.3648, 3.9578, 1.4922)
H (5.9258, 2.9450, 2.9741)
H (5.8454, 4.6752, 3.0462)
H (4.9504, 5.2572, 0.2619)
H (3.4170, 4.4672, 0.1049)

Output
max |F|: 3.6 eV/Å
energy: -2006.14667 hartree
frontier orbital gap: 0.3127 Ha
SMILES: CCN(CC)CC.CCN(CC)CC.CCN(CC)CC.CCN(CC)CC.CC(N)=O.CC(N)=O.CC(N)=O.CC(N)=O
HOMO level: -8.1 eV

These are the Mulliken partial charges, in e, on atoms 1 to 5: number 1, C, carries -1.06; number 2, C, carries -0.55; number 3, N, carries -0.01; number 4, C, carries -0.34; number 5, C, carries -1.08

Q: Among the records above, which one has the highest max |F|?
A: C32H80N8O4

Q: Among the records above, which one has the lowest energy?
A: C32H7Cl2F21GeNNaO5PS2

Q: Number 1 is which compound?
A: C32H7Cl2F21GeNNaO5PS2

Q: energy of number 2 (C32H80N8O4)?
A: -2006.14667 hartree